Record 1
DFT (wB97M-V/def2-TZVPD) results for C3H4N2O2 in the gas phase.

The molar mass is 100.1 u. The calculation puts the HOMO energy at -0.3197 Eh. The calculation puts the frontier orbital gap at 8.5 eV. For the energy above the lowest of the compared OMol25 structures with the same formula, charge and spin, the calculation gives 566.0 kJ/mol. Its SMILES is Oc1nccn1O.

CARTESIAN COORDINATES (ANGSTROEM)
N (0.570, -0.255, 0.066)
N (-1.495, 0.578, 0.333)
C (0.662, 1.102, 0.469)
C (-0.749, -0.403, -0.249)
O (-1.417, -1.281, -1.065)
O (1.346, -1.017, -0.972)
C (-0.598, 1.546, 0.756)
H (1.656, 1.046, 1.186)
H (-0.613, -1.942, -1.067)
H (1.539, -1.986, -0.649)
H (-0.901, 2.610, 1.192)

---

Record 2
DFT (wB97M-V/def2-TZVPD) results for C3H4N2O2 in the gas phase.

The molar mass is 100.1 u. The calculation puts the HOMO energy (spin up / spin down) at -0.2806 / -0.2807 Eh. The calculation puts the frontier orbital gap (spin up / spin down) at 7.6 / 7.6 eV. For the energy above the lowest of the compared OMol25 structures with the same formula, charge and spin, the calculation gives 579.8 kJ/mol. Its SMILES is [H]/N=C/C(O)=C\N=O.

CARTESIAN COORDINATES (ANGSTROEM)
H (-0.361, -0.428, 1.563)
H (0.673, 1.015, -2.347)
H (1.031, 1.639, 1.196)
N (-0.519, -1.580, -0.201)
C (0.400, 0.515, -0.228)
O (0.912, 1.688, 0.242)
C (0.326, 0.286, -1.629)
H (-1.353, -2.099, 0.034)
N (-0.347, -0.742, -2.017)
C (-0.175, -0.504, 0.497)
O (-0.487, -1.463, -2.970)

---

Record 3
DFT (wB97M-V/def2-TZVPD) results for a molecular structure, C3H4N2O2.

The molar mass is 100.1 u. The calculation puts the HOMO energy at -0.4010 Eh. The calculation puts the frontier orbital gap at 11.7 eV. For the energy above the lowest of the compared OMol25 structures with the same formula, charge and spin, the calculation gives 376.2 kJ/mol.

CARTESIAN COORDINATES (ANGSTROEM)
H (1.439, 1.146, -0.107)
O (2.067, 0.491, -0.451)
N (-2.334, -0.353, -0.268)
C (-1.841, 0.775, -0.006)
C (1.438, -0.724, 0.159)
H (1.733, -1.714, -0.405)
N (-0.443, 0.828, 0.030)
H (1.693, -0.702, 1.240)
H (-2.415, 1.760, 0.090)
O (-1.185, -1.134, -0.221)
C (-0.153, -0.375, -0.061)

---

Record 4
DFT (wB97M-V/def2-TZVPD) results for C3H4N2O2 in the gas phase.

The molar mass is 100.1 u. The calculation puts the HOMO energy at -0.3387 Eh. The calculation puts the frontier orbital gap at 7.4 eV. For the energy above the lowest of the compared OMol25 structures with the same formula, charge and spin, the calculation gives 566.5 kJ/mol. Its SMILES is C=C(N=O)C(N)=O.

CARTESIAN COORDINATES (ANGSTROEM)
H (-2.771, -0.162, 0.497)
N (1.222, 0.030, -1.243)
C (-1.779, -0.605, 0.534)
H (0.847, 0.896, -1.597)
H (2.045, -0.357, -1.685)
O (1.595, -1.126, 0.678)
C (-0.691, 0.153, 0.636)
H (-1.689, -1.685, 0.506)
C (1.005, -0.287, 0.056)
O (0.726, 1.708, 0.742)
N (-0.509, 1.434, 0.875)

---

Record 5
DFT (wB97M-V/def2-TZVPD) results for C3H4N2O2 in the gas phase.

The molar mass is 100.1 u. The calculation puts the HOMO energy at -0.3572 Eh. The calculation puts the frontier orbital gap at 10.7 eV. For the energy above the lowest of the compared OMol25 structures with the same formula, charge and spin, the calculation gives 693.9 kJ/mol. Its SMILES is C1N2O[C@H]2[C@@H]2ON12.

CARTESIAN COORDINATES (ANGSTROEM)
O (1.754, 0.352, -0.488)
H (-1.088, 1.696, -0.895)
C (0.743, 0.908, 0.348)
H (-0.201, -1.909, 0.897)
H (0.175, -1.810, -0.970)
C (-0.673, 0.886, -0.352)
C (-0.013, -1.312, -0.024)
H (0.864, 1.713, 1.026)
O (-1.655, 0.374, 0.472)
N (-1.052, -0.485, -0.543)
N (1.145, -0.413, 0.529)

---

Record 6
DFT (wB97M-V/def2-TZVPD) results for a gas-phase ion, C3H4N2O2P (charge +1).

The molar mass is 131.1 u. The calculation puts the HOMO energy (spin up / spin down) at -0.4954 / -0.5067 Eh. The calculation puts the frontier orbital gap (spin up / spin down) at 7.7 / 6.8 eV. The total charge is +1. Its spin multiplicity is 3.

CARTESIAN COORDINATES (ANGSTROEM)
O (0.677, 3.009, 0.452)
C (-0.029, -1.141, 0.972)
N (0.821, -0.956, -1.300)
C (0.600, -1.582, -0.202)
C (-0.575, 0.107, 0.854)
N (-0.922, 0.687, -0.248)
P (0.044, 3.284, -0.794)
H (0.685, -1.247, -2.241)
H (-0.800, 0.547, 1.785)
H (-0.122, -1.728, 1.852)
O (-1.109, 1.692, -1.038)
H (0.729, -2.672, -0.094)

---

Record 7
DFT (wB97M-V/def2-TZVPD) results for C3H4N2O3 in the gas phase.

The molar mass is 116.1 u. The calculation puts the HOMO energy at -0.3082 Eh. The calculation puts the frontier orbital gap at 8.6 eV. For the energy above the lowest of the compared OMol25 structures with the same formula, charge and spin, the calculation gives 565.4 kJ/mol. Its SMILES is [H]/N=c1/oc(O)cn1O.

CARTESIAN COORDINATES (ANGSTROEM)
C (0.717, 0.562, -0.755)
H (1.004, -2.030, 0.638)
O (1.073, -1.808, -0.407)
H (0.432, 3.206, 0.037)
O (-0.186, 2.710, 0.505)
C (-0.776, -0.766, 0.396)
O (-0.925, 0.651, 0.893)
C (0.106, 1.353, 0.308)
H (1.617, 0.977, -1.276)
N (0.224, -0.711, -0.636)
H (-1.684, -2.423, -0.360)
N (-1.603, -1.721, 0.657)

---

Record 8
DFT (wB97M-V/def2-TZVPD) results for C3H4N2O3 in the gas phase.

The molar mass is 116.1 u. The calculation puts the HOMO energy at -0.3349 Eh. The calculation puts the frontier orbital gap at 9.2 eV. For the energy above the lowest of the compared OMol25 structures with the same formula, charge and spin, the calculation gives 660.6 kJ/mol. Its SMILES is O=C[C@H]1ON=CNO1.

CARTESIAN COORDINATES (ANGSTROEM)
C (0.247, 0.426, -1.773)
H (-0.019, -1.969, 1.942)
O (-0.602, -0.017, -2.598)
H (-0.607, 2.210, -0.248)
H (1.433, -0.609, 1.780)
N (-1.337, -0.977, 0.497)
O (-1.503, 0.346, -0.013)
H (1.309, 0.311, -1.756)
N (0.887, -0.444, 0.874)
O (0.654, 0.912, 0.558)
C (-0.145, -1.202, 1.098)
C (-0.317, 1.014, -0.361)